# 1
This record from the Open Molecules 2025 dataset describes C22H42B3BrF3N3O7S as an isolated structure at a distorted geometry. The level of theory is wB97M-V/def2-TZVPD.

Positions of all 82 atoms, in Å:
C: 1.92 -2.74 -1.90
C: 1.03 -2.55 -3.13
N: 0.38 -3.52 -3.59
C: 0.86 -1.20 -3.81
B: -0.39 -0.52 -3.15
O: -0.26 0.36 -2.06
B: -1.16 -0.11 -1.13
Br: -0.73 -0.74 0.64
O: -2.50 -0.16 -1.55
B: -2.48 -1.09 -2.56
S: -3.53 -2.64 -2.27
O: -3.36 -3.06 -0.92
O: -4.92 -2.38 -2.52
C: -3.08 -4.07 -3.39
F: -2.28 -4.88 -2.75
F: -2.54 -3.67 -4.51
F: -4.18 -4.71 -3.68
O: -1.69 -0.84 -3.63
H: 1.30 -2.59 -1.01
H: 2.76 -2.04 -1.86
H: 2.24 -3.78 -1.88
H: 0.58 -4.36 -3.05
H: 1.77 -0.60 -3.77
H: 0.61 -1.40 -4.85
C: -1.62 -3.19 7.72
C: -0.75 -2.69 6.54
C: -0.90 -1.18 6.36
C: -2.20 -0.75 5.67
C: -2.40 -1.54 4.38
C: -2.35 -3.05 4.59
N: -1.10 -3.46 5.31
O: -0.11 -3.39 4.48
C: -3.60 -3.50 5.37
C: -2.48 -3.77 3.24
C: 0.70 -2.96 6.98
H: -2.00 -4.20 7.55
H: -1.05 -3.24 8.65
H: -2.47 -2.53 7.92
H: -0.06 -0.79 5.77
H: -0.84 -0.69 7.33
H: -3.05 -0.88 6.34
H: -2.15 0.31 5.44
H: -3.36 -1.27 3.93
H: -1.63 -1.24 3.66
H: -3.56 -4.57 5.59
H: -4.49 -3.32 4.78
H: -3.75 -2.97 6.31
H: -1.71 -3.46 2.54
H: -3.44 -3.53 2.79
H: -2.42 -4.85 3.37
H: 0.88 -4.03 7.09
H: 0.89 -2.48 7.94
H: 1.42 -2.56 6.28
C: 0.64 5.61 -3.99
C: 1.10 4.27 -3.35
C: 1.56 4.50 -1.91
C: 2.96 5.11 -1.79
C: 3.96 4.33 -2.63
C: 3.53 4.20 -4.10
N: 2.15 3.64 -4.21
O: 2.19 2.37 -3.96
C: 3.62 5.58 -4.78
C: 4.54 3.34 -4.85
C: -0.17 3.41 -3.30
H: 0.85 5.64 -5.06
H: -0.43 5.76 -3.89
H: 1.11 6.48 -3.53
H: 1.56 3.55 -1.37
H: 0.85 5.14 -1.39
H: 2.95 6.16 -2.08
H: 3.27 5.09 -0.74
H: 4.94 4.82 -2.58
H: 4.10 3.33 -2.19
H: 3.27 5.53 -5.81
H: 4.66 5.91 -4.80
H: 3.07 6.36 -4.26
H: 4.66 2.35 -4.41
H: 5.52 3.81 -4.84
H: 4.24 3.21 -5.89
H: -0.53 3.18 -4.30
H: -0.96 3.93 -2.77
H: -0.01 2.48 -2.77

2S+1	3
HOMO (alpha / beta)	-8.510 / -9.327	eV
E_tot	-133360.01732	eV

# 2
This record from the Open Molecules 2025 dataset describes a 3-piece molecular cluster, C22H42BF6N2O5S overall at a distorted geometry. The level of theory is wB97M-V/def2-TZVPD.

Positions of all 79 atoms, in Å:
C: -5.04 0.67 0.71
O: -4.31 0.92 -0.54
B: -3.08 1.71 -0.33
O: -3.10 3.18 -0.66
S: -1.42 1.05 0.28
C: -1.61 0.48 2.07
O: -0.85 -0.74 2.40
C: -1.62 -1.50 3.44
F: -0.77 -2.54 4.11
F: -2.09 -0.61 4.56
F: -2.78 -2.25 2.83
C: -0.98 -0.42 -0.86
F: 0.52 -0.48 -0.94
F: -1.51 -0.10 -2.23
F: -1.51 -1.72 -0.38
H: -5.01 1.55 1.48
H: -4.58 -0.33 1.17
H: -6.19 0.43 0.52
H: -2.81 3.18 -1.64
H: -2.74 0.27 2.24
H: -1.31 1.40 2.75
C: 0.47 -5.55 3.78
C: 2.01 -5.35 3.85
C: 2.57 -5.19 2.42
C: 2.59 -6.49 1.63
C: 3.35 -7.57 2.40
C: 2.83 -7.78 3.85
N: 2.65 -6.49 4.60
O: 3.92 -6.06 5.00
C: 1.49 -8.57 3.82
C: 3.81 -8.77 4.57
C: 2.15 -3.99 4.60
H: -0.02 -4.66 3.35
H: 0.15 -6.38 3.15
H: 0.04 -5.70 4.78
H: 3.60 -4.79 2.46
H: 1.98 -4.45 1.86
H: 1.57 -6.82 1.41
H: 3.08 -6.33 0.66
H: 3.29 -8.51 1.84
H: 4.41 -7.30 2.42
H: 1.00 -8.54 4.79
H: 1.66 -9.62 3.57
H: 0.80 -8.21 3.06
H: 4.84 -8.41 4.58
H: 3.83 -9.74 4.06
H: 3.50 -8.94 5.61
H: 1.77 -4.06 5.63
H: 1.57 -3.20 4.10
H: 3.18 -3.63 4.64
C: 1.26 5.23 -4.30
C: -0.27 5.18 -4.54
C: -0.60 5.78 -5.94
C: -0.45 7.30 -5.98
C: -1.30 7.95 -4.89
C: -1.03 7.39 -3.47
N: -1.00 5.88 -3.43
O: -2.34 5.44 -3.46
C: 0.32 7.95 -2.93
C: -2.09 8.00 -2.49
C: -0.57 3.64 -4.58
H: 1.79 4.61 -5.04
H: 1.70 6.22 -4.40
H: 1.52 4.84 -3.31
H: -1.62 5.52 -6.23
H: 0.06 5.34 -6.70
H: 0.60 7.59 -5.87
H: -0.77 7.67 -6.96
H: -1.13 9.03 -4.91
H: -2.36 7.81 -5.15
H: 0.64 7.41 -2.04
H: 0.22 9.01 -2.65
H: 1.12 7.93 -3.67
H: -3.12 7.79 -2.80
H: -2.00 9.09 -2.46
H: -1.95 7.63 -1.47
H: -0.37 3.18 -3.61
H: 0.06 3.14 -5.32
H: -1.61 3.42 -4.86

2S+1	3
HOMO (alpha / beta)	-10.556 / -11.112	eV
net charge	+1
relative energy (zero: lowest compared OMol25 entry of this formula, charge and spin)	7.6392	eV
E_tot	-64513.06387	eV

# 3
This record from the Open Molecules 2025 dataset describes C22H42BeBr2Cl2CsF6InNaO7 as an isolated structure at a distorted geometry. The level of theory is wB97M-V/def2-TZVPD.

Positions of all 85 atoms, in Å:
C: -4.40 2.08 6.05
C: -4.91 0.71 5.48
C: -4.84 0.78 3.94
C: -5.37 -0.48 3.22
C: -4.26 -1.49 2.88
In: -2.51 -0.46 2.00
C: -3.11 1.18 0.62
C: -4.53 1.67 0.93
O: -4.61 2.79 1.75
C: -1.29 0.37 3.74
C: -1.49 -0.68 4.85
C: -0.96 -0.17 6.26
F: -0.51 1.06 6.44
C: -0.97 -1.01 7.40
F: 0.25 -1.40 8.01
F: -2.15 -1.46 8.04
O: -1.25 -1.85 1.09
C: -0.88 -1.52 -0.20
C: 0.61 -1.87 -0.44
C: 1.43 -0.67 0.10
O: 0.86 -1.96 -1.83
H: -4.52 2.16 7.12
H: -3.37 2.24 5.73
H: -4.98 2.85 5.50
H: -5.93 0.62 5.84
H: -4.29 -0.06 5.93
H: -3.83 1.08 3.66
H: -5.49 1.63 3.63
H: -6.07 -0.96 3.92
H: -5.98 -0.24 2.36
H: -3.95 -2.12 3.73
H: -4.67 -2.20 2.16
H: -3.03 0.88 -0.42
H: -2.42 2.01 0.77
H: -5.20 0.90 1.35
H: -4.99 1.97 -0.08
H: -4.51 3.57 1.18
H: -0.24 0.43 3.50
H: -1.72 1.31 4.06
H: -0.95 -1.61 4.52
H: -2.55 -0.87 5.00
H: -1.51 -2.08 -0.90
H: -0.98 -0.46 -0.46
H: 0.88 -2.78 0.09
H: 2.06 -0.99 0.93
H: 0.78 0.13 0.45
H: 2.05 -0.29 -0.70
H: 0.86 -2.89 -2.05
Be: -6.60 2.26 0.59
Cl: 1.29 -1.30 -6.95
C: 2.08 -1.31 -5.37
C: 2.59 -2.68 -5.01
Cl: 1.26 -3.84 -4.69
H: 1.38 -0.94 -4.63
H: 2.92 -0.62 -5.42
H: 3.18 -2.63 -4.10
H: 3.21 -3.09 -5.80
F: -4.86 5.27 0.90
Cs: -1.04 -3.51 6.48
F: 3.81 -1.47 -8.01
Na: -5.67 3.81 4.39
C: 7.06 -0.93 -4.01
C: 5.91 0.05 -4.04
O: 4.77 -0.32 -3.95
C: 6.26 1.51 -4.20
H: 6.67 -1.94 -3.90
H: 7.61 -0.87 -4.95
H: 7.72 -0.71 -3.17
H: 6.78 1.67 -5.14
H: 6.88 1.83 -3.36
H: 5.34 2.10 -4.20
Br: 9.79 -3.04 -3.83
C: 10.55 -2.47 -5.53
C: 11.50 -1.32 -5.35
Br: 10.56 0.36 -5.07
H: 9.72 -2.24 -6.18
H: 11.07 -3.35 -5.91
H: 12.09 -1.17 -6.25
H: 12.17 -1.45 -4.51
F: 2.58 -2.59 -8.83
C: -7.69 4.66 -1.28
O: -7.14 4.50 -2.39
O: -8.39 5.87 -1.16
O: -7.72 3.91 -0.27
H: -8.17 6.18 -2.05

HOMO	-2.272	eV
net charge	-1
E_tot	-229786.19807	eV

# 4
This record from the Open Molecules 2025 dataset describes C22H42BeF4O11 as an isolated structure at a distorted geometry. The level of theory is wB97M-V/def2-TZVPD.

Positions of all 80 atoms, in Å:
Be: -0.57 -0.09 -0.12
F: -2.68 -0.42 -1.25
C: 2.42 0.44 2.05
O: 3.04 1.45 1.23
O: 1.38 -0.05 1.33
C: 3.52 -0.58 2.49
F: 3.06 -1.78 2.87
F: 4.44 -0.80 1.55
F: 4.11 -0.02 3.57
C: 3.90 2.40 1.84
C: 4.92 2.91 0.79
H: 5.76 3.42 1.26
H: 5.29 2.11 0.16
H: 4.54 3.70 0.13
H: 4.45 2.14 2.74
H: 3.24 3.23 2.09
H: 2.02 0.93 2.95
C: -0.50 -4.44 1.44
C: -1.78 -4.32 0.64
C: -2.19 -2.86 0.76
O: -0.95 -2.17 0.94
C: -0.05 -3.01 1.69
H: 0.22 -4.95 0.80
H: -0.73 -4.97 2.36
H: -2.58 -4.96 1.03
H: -1.71 -4.58 -0.42
H: -2.99 -2.75 1.51
H: -2.74 -2.58 -0.15
H: -0.08 -2.78 2.75
H: 0.99 -2.92 1.37
C: 1.50 -2.87 -3.29
C: 0.02 -3.04 -3.67
C: -0.79 -2.44 -2.52
O: 0.19 -1.90 -1.63
C: 1.35 -2.71 -1.79
H: 1.82 -1.90 -3.69
H: 2.23 -3.61 -3.61
H: -0.23 -4.05 -3.98
H: -0.26 -2.47 -4.57
H: -1.50 -3.18 -2.13
H: -1.44 -1.69 -2.96
H: 1.15 -3.63 -1.23
H: 2.19 -2.28 -1.24
C: -1.61 4.35 -0.10
C: -0.83 4.30 1.17
C: 0.10 3.09 0.95
O: -0.40 2.41 -0.23
C: -1.71 2.90 -0.52
H: -1.12 4.89 -0.92
H: -2.58 4.84 -0.10
H: -1.35 4.39 2.12
H: -0.23 5.22 1.22
H: 0.17 2.57 1.90
H: 1.09 3.47 0.68
H: -2.45 2.29 0.01
H: -2.11 2.81 -1.53
C: -4.81 -0.19 0.99
O: -4.35 0.04 2.36
C: -3.08 0.41 2.51
O: -2.21 0.34 1.70
O: -2.98 0.69 3.83
C: -1.76 0.97 4.48
H: -5.89 -0.06 1.00
H: -4.45 -1.16 0.66
H: -4.51 0.63 0.35
H: -0.94 0.26 4.34
H: -1.93 0.94 5.55
H: -1.35 1.90 4.07
C: 2.70 1.41 -2.37
O: 1.90 1.11 -3.52
C: 0.62 0.87 -3.32
O: 0.08 0.82 -2.23
O: 0.03 0.78 -4.49
C: -1.38 0.59 -4.59
H: 2.93 0.52 -1.79
H: 2.19 2.08 -1.67
H: 3.60 1.95 -2.65
H: -1.56 -0.42 -4.97
H: -1.86 1.24 -5.32
H: -1.92 0.79 -3.66

HOMO	-8.139	eV
relative energy (zero: lowest compared OMol25 entry of this formula, charge and spin)	0.0000	eV
E_tot	-57284.72888	eV

# 5
This record from the Open Molecules 2025 dataset describes C22H42BiNOP3S as an isolated structure at a distorted geometry. The level of theory is wB97M-V/def2-TZVPD.

Positions of all 71 atoms, in Å:
Bi: -0.23 0.09 -0.19
P: 1.79 1.28 1.70
P: -0.98 2.56 -1.05
P: 1.90 -0.36 -1.69
H: -1.18 -4.34 1.52
C: -0.19 -4.71 1.22
C: 0.90 -4.31 1.89
H: 0.85 -3.59 2.73
C: 1.17 1.74 3.36
C: 2.73 2.80 1.24
C: 3.14 0.11 2.13
C: -2.39 2.60 -2.22
C: -1.54 3.68 0.31
C: 0.35 3.49 -1.91
C: 2.55 -1.99 -1.19
C: 3.40 0.67 -1.68
C: 1.50 -0.63 -3.43
H: -0.15 -5.41 0.37
H: 1.92 -4.63 1.61
H: 0.96 0.84 3.95
H: 0.24 2.32 3.29
H: 1.91 2.36 3.90
H: 2.04 3.60 0.93
H: 3.42 2.59 0.41
H: 3.32 3.17 2.10
H: 2.74 -0.90 2.31
H: 3.63 0.44 3.06
H: 3.90 0.04 1.34
H: -2.54 3.66 -2.50
H: -3.30 2.20 -1.74
H: -2.16 2.01 -3.13
H: -2.20 4.47 -0.08
H: -0.65 4.15 0.76
H: -2.08 3.10 1.07
H: -0.07 4.31 -2.51
H: 0.88 2.80 -2.59
H: 1.07 3.90 -1.18
H: 3.00 -2.43 -2.10
H: 1.74 -2.63 -0.81
H: 3.32 -1.82 -0.42
H: 3.98 0.32 -2.56
H: 3.98 0.52 -0.76
H: 3.11 1.72 -1.80
H: 2.35 -1.14 -3.91
H: 1.33 0.34 -3.92
H: 0.60 -1.25 -3.50
C: -1.86 -1.80 -2.36
C: -2.88 -0.98 -2.93
C: -3.13 -1.10 -4.29
C: -2.56 -2.18 -4.98
C: -1.76 -3.14 -4.36
C: -1.51 -3.01 -2.99
O: -0.90 -1.46 -1.53
H: -2.06 0.00 0.66
H: -3.31 -0.17 -2.34
H: -3.73 -0.33 -4.80
H: -2.81 -2.25 -6.04
H: -1.30 -3.94 -4.96
H: -0.80 -3.67 -2.54
S: -3.28 0.15 1.49
C: -2.33 -0.12 2.94
N: -1.60 -1.26 3.16
C: -1.09 -1.51 4.41
C: -1.18 -0.55 5.38
C: -1.86 0.64 5.12
C: -2.37 0.91 3.86
H: -1.47 -1.95 2.42
H: -0.66 -2.50 4.54
H: -0.72 -0.71 6.35
H: -2.02 1.38 5.90
H: -2.87 1.81 3.54

HOMO	-14.716	eV
net charge	+3
relative energy (zero: lowest compared OMol25 entry of this formula, charge and spin)	2.5917	eV
E_tot	-71546.54438	eV

# 6
This record from the Open Molecules 2025 dataset describes C22H42Cl3GdN2O4SSi as an isolated structure at a distorted geometry. The level of theory is wB97M-V/def2-TZVPD.

Positions of all 76 atoms, in Å:
C: -1.47 -1.94 -2.50
C: -1.03 -2.97 -1.50
H: -1.25 -2.25 -3.53
H: -0.98 -0.97 -2.30
H: -2.56 -1.76 -2.42
C: -0.51 -4.17 -1.78
C: -0.33 -4.71 -3.15
H: -0.19 -4.82 -0.96
H: -0.54 -3.97 -3.92
H: -0.99 -5.57 -3.33
H: 0.70 -5.08 -3.29
Gd: 0.06 0.65 0.72
Cl: -2.50 0.67 1.17
Cl: 0.17 1.74 -1.65
H: 0.64 5.30 4.38
H: -1.48 6.20 3.27
C: 0.99 4.96 3.40
C: -1.07 5.86 2.32
N: -0.16 4.74 2.53
H: 1.55 4.03 3.50
C: -0.29 3.63 1.83
O: 0.56 2.68 1.84
H: -1.88 5.49 1.67
H: -1.21 3.55 1.23
H: 1.64 5.74 2.98
H: -0.56 6.70 1.82
H: 1.43 -1.47 -2.27
H: 2.42 -3.73 -1.06
C: 2.38 -1.03 -1.95
C: 3.27 -3.07 -0.86
N: 2.83 -1.69 -0.73
H: 2.23 0.04 -1.77
C: 2.84 -1.07 0.44
O: 2.35 0.08 0.63
H: 3.75 -3.38 0.08
H: 3.34 -1.61 1.27
H: 3.13 -1.19 -2.74
H: 3.99 -3.15 -1.69
O: -0.17 -1.51 0.12
C: -1.12 -2.47 -0.06
C: 0.16 -4.03 1.53
C: -1.06 -3.57 1.02
H: 1.11 -3.64 1.12
C: 0.15 -5.01 2.53
H: -2.11 -2.00 0.03
C: -2.26 -4.12 1.46
H: 1.11 -5.35 2.96
C: -1.06 -5.55 2.99
C: -2.26 -5.11 2.43
H: -3.18 -3.75 1.01
H: -1.05 -6.30 3.78
H: -3.20 -5.54 2.76
Si: -0.40 4.85 -4.38
Cl: -0.62 3.03 -5.39
C: 1.43 4.94 -4.01
C: -1.56 4.56 -2.95
C: -0.91 6.42 -5.33
H: 1.76 3.99 -3.57
H: 1.66 5.75 -3.31
H: 1.99 5.11 -4.94
H: -0.26 6.60 -6.20
H: -0.83 7.31 -4.67
H: -1.96 6.36 -5.67
H: -1.33 3.61 -2.44
H: -2.59 4.49 -3.35
H: -1.52 5.37 -2.22
C: 1.10 -1.89 4.92
S: 0.24 -1.69 3.34
C: -1.44 -1.82 3.95
O: 0.41 -0.21 2.99
H: 1.18 -2.97 5.14
H: 0.51 -1.40 5.70
H: 2.10 -1.46 4.84
H: -1.50 -1.06 4.75
H: -2.11 -1.55 3.13
H: -1.65 -2.83 4.32

2S+1	8
HOMO (alpha / beta)	-8.257 / -8.165	eV
relative energy (zero: lowest compared OMol25 entry of this formula, charge and spin)	0.0000	eV
E_tot	-111787.25164	eV

Copy entry 6 word for word.
This record from the Open Molecules 2025 dataset describes C22H42Cl3GdN2O4SSi as an isolated structure at a distorted geometry. The level of theory is wB97M-V/def2-TZVPD.

Positions of all 76 atoms, in Å:
C: -1.47 -1.94 -2.50
C: -1.03 -2.97 -1.50
H: -1.25 -2.25 -3.53
H: -0.98 -0.97 -2.30
H: -2.56 -1.76 -2.42
C: -0.51 -4.17 -1.78
C: -0.33 -4.71 -3.15
H: -0.19 -4.82 -0.96
H: -0.54 -3.97 -3.92
H: -0.99 -5.57 -3.33
H: 0.70 -5.08 -3.29
Gd: 0.06 0.65 0.72
Cl: -2.50 0.67 1.17
Cl: 0.17 1.74 -1.65
H: 0.64 5.30 4.38
H: -1.48 6.20 3.27
C: 0.99 4.96 3.40
C: -1.07 5.86 2.32
N: -0.16 4.74 2.53
H: 1.55 4.03 3.50
C: -0.29 3.63 1.83
O: 0.56 2.68 1.84
H: -1.88 5.49 1.67
H: -1.21 3.55 1.23
H: 1.64 5.74 2.98
H: -0.56 6.70 1.82
H: 1.43 -1.47 -2.27
H: 2.42 -3.73 -1.06
C: 2.38 -1.03 -1.95
C: 3.27 -3.07 -0.86
N: 2.83 -1.69 -0.73
H: 2.23 0.04 -1.77
C: 2.84 -1.07 0.44
O: 2.35 0.08 0.63
H: 3.75 -3.38 0.08
H: 3.34 -1.61 1.27
H: 3.13 -1.19 -2.74
H: 3.99 -3.15 -1.69
O: -0.17 -1.51 0.12
C: -1.12 -2.47 -0.06
C: 0.16 -4.03 1.53
C: -1.06 -3.57 1.02
H: 1.11 -3.64 1.12
C: 0.15 -5.01 2.53
H: -2.11 -2.00 0.03
C: -2.26 -4.12 1.46
H: 1.11 -5.35 2.96
C: -1.06 -5.55 2.99
C: -2.26 -5.11 2.43
H: -3.18 -3.75 1.01
H: -1.05 -6.30 3.78
H: -3.20 -5.54 2.76
Si: -0.40 4.85 -4.38
Cl: -0.62 3.03 -5.39
C: 1.43 4.94 -4.01
C: -1.56 4.56 -2.95
C: -0.91 6.42 -5.33
H: 1.76 3.99 -3.57
H: 1.66 5.75 -3.31
H: 1.99 5.11 -4.94
H: -0.26 6.60 -6.20
H: -0.83 7.31 -4.67
H: -1.96 6.36 -5.67
H: -1.33 3.61 -2.44
H: -2.59 4.49 -3.35
H: -1.52 5.37 -2.22
C: 1.10 -1.89 4.92
S: 0.24 -1.69 3.34
C: -1.44 -1.82 3.95
O: 0.41 -0.21 2.99
H: 1.18 -2.97 5.14
H: 0.51 -1.40 5.70
H: 2.10 -1.46 4.84
H: -1.50 -1.06 4.75
H: -2.11 -1.55 3.13
H: -1.65 -2.83 4.32

2S+1	8
HOMO (alpha / beta)	-8.257 / -8.165	eV
relative energy (zero: lowest compared OMol25 entry of this formula, charge and spin)	0.0000	eV
E_tot	-111787.25164	eV

> The highest E_tot belongs to which entry?

C22H42BeF4O11

> Which of these has the lowest E_tot?

C22H42BeBr2Cl2CsF6InNaO7